Entry 1:
The following is a quantum chemistry calculation of a molecular structure, C3H9NO3 at a distorted geometry, from the OMol25 dataset.

Geometry as XYZ:
```
16
Properties=species:S:1:pos:R:3:forces:R:3
C 0.83372 0.63041 1.09639 0.88 3.60 -0.06
N 0.15369 1.71982 -1.19750 0.96 -0.32 -1.37
O -0.35718 1.51243 -0.00154 0.06 -2.13 2.41
O 2.02370 0.56227 0.41087 -0.58 -0.36 0.11
H 2.03175 -0.22089 -0.16311 -0.08 0.09 0.03
H 0.90562 2.41403 -1.16036 0.00 -0.48 -0.09
H 0.42730 0.81328 -1.65466 -0.32 1.27 0.33
H 0.86853 1.53636 1.70404 0.22 -0.06 -0.10
H 0.67861 -0.13524 1.85926 -0.96 -0.83 -0.96
C -1.71564 -1.18021 -0.02634 0.20 0.93 0.19
C -0.23138 -1.28136 -0.20733 0.04 -1.05 -2.88
O 0.35583 -0.97499 -1.26401 -0.80 -0.71 2.19
H 0.27352 -1.95774 0.50413 0.24 0.42 0.19
H -1.93233 -0.83768 0.98553 -0.07 -0.15 0.10
H -2.13848 -0.44434 -0.70715 0.07 -0.12 -0.12
H -2.17724 -2.15616 -0.17822 0.13 -0.11 0.02
```
Forces are in eV/Å.

Output
E, eV: -10884.9352
LUMO (alpha / beta), eV: 0.49 / 0.49
E_HOMO (alpha / beta), eV: -8.4 / -8.4
Orbital gap (alpha / beta), eV: 8.9026 / 8.9016
Charge: 0

Entry 2:
The following is a quantum chemistry calculation of a molecular structure, C3H9NO3 at a distorted geometry, from the OMol25 dataset.

Geometry as XYZ:
```
16
Properties=species:S:1:pos:R:3:forces:R:3
O 1.04752 1.86301 -0.50799 0.68 -0.81 0.82
C 1.68605 0.83725 -0.50775 -2.61 2.14 -2.71
C 1.41994 -0.43773 0.24489 3.98 -0.21 0.59
N 2.53095 -0.16837 1.06701 -1.47 -0.94 1.25
C -2.05440 1.08379 -0.44270 -0.40 -0.89 -0.10
O -2.31726 0.15657 0.57088 0.27 0.27 0.61
H 2.49052 0.75770 -1.24532 0.38 -0.36 0.13
H 0.52628 -0.57756 0.92579 -1.24 -0.14 -0.15
H 1.47737 -1.35556 -0.34358 -0.18 -0.03 0.09
H 3.00351 -0.98202 1.47455 0.03 -0.29 -0.47
H -2.97176 1.64301 -0.67271 0.22 -0.12 -0.08
H -1.25137 1.80903 -0.22469 0.03 -0.24 0.18
H -1.74782 0.46135 -1.29477 0.08 0.66 -0.45
H -1.20426 -2.64687 0.30300 -0.12 -0.37 0.39
H -1.66419 -0.71096 0.49735 -1.08 0.79 -0.07
O -0.97107 -1.73265 0.15602 1.43 0.56 -0.04
```
Forces are in eV/Å.

Output
E, eV: -10880.9097
LUMO, eV: -4.70
E_HOMO, eV: -8.5
Orbital gap, eV: 3.8489
Charge: 0

Entry 3:
The following is a quantum chemistry calculation of a gas-phase ion, C3H9NO3P (charge -1) at a distorted geometry, from the OMol25 dataset.

Geometry as XYZ:
```
17
Properties=species:S:1:pos:R:3:forces:R:3
C 0.16865 0.25347 1.71049 2.67 2.86 -0.25
C 1.52177 0.03486 -0.79902 -0.20 4.98 2.08
C 0.32814 -0.55592 0.45599 1.29 0.15 -1.49
N 1.02729 1.07047 -1.69480 -1.00 -3.48 2.22
O -2.22442 -1.42956 0.51859 1.74 0.01 -1.58
O -1.77247 0.95228 -0.25120 0.77 -1.38 -0.51
O -1.17751 -0.96550 -1.91149 0.52 -0.54 -0.23
P -1.25258 -0.46162 -0.52825 -1.98 1.28 2.08
H -0.75206 -0.06421 2.03433 -2.22 -1.01 1.60
H -0.03726 1.40183 1.58541 0.75 -2.20 -0.21
H 1.00550 0.10044 2.45687 -1.05 0.10 -0.82
H 1.82824 -0.79334 -1.25714 0.75 -3.36 -2.28
H 2.43093 0.46661 -0.25143 -1.26 -0.35 0.17
H 0.77594 -1.57071 0.69757 -0.57 1.07 -0.56
H 0.45587 0.54984 -2.40363 0.22 1.07 0.13
H -2.88225 -0.79585 0.76774 -0.75 0.59 0.38
H 0.55623 1.80690 -1.13003 0.33 0.19 -0.71
```
Forces are in eV/Å.

Output
E, eV: -20176.2569
Expectation value of S²: 2.0094
LUMO (alpha / beta), eV: 3.82 / -0.12
E_HOMO (alpha / beta), eV: 0.7 / -6.3
Multiplicity: 3
Orbital gap (alpha / beta), eV: 3.0819 / 6.1827
Charge: -1

Calculated relative energy (zero: lowest compared OMol25 entry of this formula, charge and spin) in order - 544.8 933.2 156.0 kJ/mol